1.
Molecular formula: C42H95BNO6P
Method: DFT, ωB97M-V/def2-TZVPD

CARTESIAN COORDINATES (ANGSTROEM)
C -2.67865 0.05051 -5.34375
C -1.97181 1.15200 -4.37521
P -0.16643 0.68425 -3.80923
C 0.56723 2.44551 -3.39095
C 0.83190 -0.19759 -5.16128
C 2.46588 -0.24904 -4.87103
B 3.30496 1.08982 -5.30004
O 3.67025 2.23021 -4.42768
O 3.81730 1.17071 -6.71399
O 0.65048 0.14995 -6.54043
C 0.14626 1.43615 -6.89961
C 0.32520 -1.79229 -5.07180
C 1.18971 -2.77695 -4.12631
C 1.20686 -2.47941 -2.52432
C 2.75899 -2.47246 -1.89876
C 3.06427 -3.76269 -0.93147
O 4.26546 -4.52137 -1.32291
C 5.47627 -3.67349 -1.32040
O 6.19927 -3.61155 -2.44160
N 0.43114 -2.36188 -6.50268
O -0.77519 -2.47147 -7.07962
C -0.85347 -3.58831 -8.02969
C 0.38483 -3.70882 -9.09150
C 0.42939 -5.31555 -9.55593
C 0.23447 -2.79117 -10.44680
C 0.88816 -3.56356 -11.77853
C 1.17728 -1.42396 -10.26069
H -3.66008 0.53249 -5.77108
H -3.04265 -0.84194 -4.63917
H -2.03394 -0.33975 -6.23830
H -1.87255 2.14982 -4.97830
H -2.57192 1.38266 -3.38390
H -0.26206 3.19469 -3.04245
H 1.31544 2.30755 -2.49427
H 1.15972 2.91944 -4.27483
H 2.57613 -0.36091 -3.70613
H 2.97565 -1.14476 -5.47495
H 3.70776 1.95554 -3.46496
H 4.24430 0.26363 -6.85180
H 0.25609 2.32147 -6.15302
H -1.00753 1.33350 -7.18382
H 0.66892 1.78998 -7.91283
H -0.79951 -1.90090 -4.77655
H 2.31367 -2.97765 -4.47807
H 0.68292 -3.85573 -4.23954
H 0.66035 -1.51513 -2.16552
H 0.67483 -3.38544 -1.95636
H 2.80949 -1.49764 -1.23484
H 3.51964 -2.32662 -2.78061
H 3.22838 -3.35025 0.17626
H 2.18426 -4.53667 -0.85100
H 5.86499 -3.06152 -0.39321
H 0.79540 -3.33245 -6.36326
H -1.05737 -4.56158 -7.39678
H -1.83786 -3.41123 -8.67882
H 1.44972 -3.49330 -8.65270
H 0.20737 -5.92283 -8.55309
H 1.52390 -5.57611 -9.87743
H -0.39359 -5.58468 -10.34591
H -0.88800 -2.46860 -10.68426
H 1.96198 -3.98230 -11.46794
H 1.11313 -2.79784 -12.66446
H 0.17902 -4.41171 -12.19402
H 2.27605 -1.71583 -9.90180
H 0.68467 -0.66227 -9.52096
H 1.33754 -0.92886 -11.33536
C -2.18588 -2.46379 -0.48836
C -1.08511 -2.16251 0.51526
C -0.50648 -3.41920 1.17158
C -1.49837 -4.23772 2.00532
C -2.17923 -3.47485 3.14472
C -1.20212 -2.97066 4.19593
H -3.04499 -2.94577 -0.01355
H -2.54038 -1.53508 -0.94912
H -1.81865 -3.11832 -1.28503
H -1.45957 -1.47015 1.27706
H -0.27394 -1.63745 -0.00367
H 0.34461 -3.12797 1.79826
H -0.09326 -4.07006 0.39011
H -0.96761 -5.10164 2.42422
H -2.27257 -4.65185 1.34886
H -2.89849 -4.14562 3.63152
H -2.76126 -2.63541 2.75020
H -0.64343 -3.80170 4.63784
H -1.74417 -2.46209 5.00008
H -0.48791 -2.25780 3.77541
C -4.59861 5.30672 -0.07658
C -4.72399 4.20770 0.96561
C -3.72377 3.06622 0.76210
C -3.87226 2.29282 -0.55272
C -5.24660 1.66015 -0.78659
C -5.60884 0.61239 0.25503
H -4.80778 4.93482 -1.08343
H -5.31339 6.10981 0.13465
H -3.59273 5.73811 -0.06917
H -5.74920 3.82197 0.97375
H -4.55359 4.64557 1.95668
H -3.80718 2.37154 1.60612
H -2.70544 3.47335 0.80970
H -3.10981 1.50443 -0.57813
H -3.64409 2.95682 -1.39466
H -5.24630 1.18282 -1.77473
H -6.02334 2.43131 -0.81882
H -4.86851 -0.19368 0.26948
H -6.58390 0.17185 0.02205
H -5.67118 1.04356 1.25769
C 1.52989 0.52276 7.86968
C 2.40027 0.36073 6.63441
C 2.42261 1.60659 5.74437
C 1.07002 2.00681 5.14497
C 0.38604 0.92942 4.29928
C 1.18835 0.53486 3.06859
H 0.48188 0.69086 7.60655
H 1.57552 -0.38307 8.48439
H 1.87245 1.36398 8.48037
H 2.07008 -0.51307 6.06225
H 3.42654 0.14609 6.95639
H 3.14762 1.44869 4.93732
H 2.80531 2.45367 6.32835
H 1.21650 2.90213 4.52813
H 0.38832 2.30621 5.94962
H -0.58896 1.31152 3.97120
H 0.17918 0.04066 4.90456
H 1.36471 1.40235 2.42486
H 0.63996 -0.21271 2.48589
H 2.15499 0.10106 3.33794
C 0.53275 4.89459 9.68024
C 1.63352 5.19587 10.68386
C 2.21215 3.93918 11.34017
C 1.22026 3.12065 12.17391
C 0.53940 3.88353 13.31331
C 1.51651 4.38771 14.36453
H -0.32636 4.41261 10.15504
H 0.17825 5.82330 9.21947
H 0.89998 4.24006 8.88357
H 1.25906 5.88823 11.44565
H 2.44469 5.72093 10.16492
H 3.06324 4.23041 11.96685
H 2.62537 3.28832 10.55871
H 1.75102 2.25674 12.59281
H 0.44606 2.70653 11.51745
H -0.17986 3.21276 13.80011
H -0.04263 4.72297 12.91879
H 2.07520 3.55668 14.80643
H 0.97446 4.89629 15.16867
H 2.23072 5.10058 13.94400

Atoms 1-6, force components in eV/Å:
-1.2 -0.1 1.0
0.3 0.8 -1.3
-0.5 0.9 1.3
0.7 0.5 0.0
1.0 -1.5 -0.8
0.0 0.3 0.9

As for the SMILES: CCP(C)[C@](CB(O)O)(OC)[C@H](CCCCOC=O)NOC[C@@H](C)C(C)C.CCCCCC.CCCCCC.CCCCCC.CCCCCC. The LUMO energy comes out at 0.185 eV. As for the net charge: 0. The value obtained for the orbital gap is 8.22 eV. As for the total energy: -68826.305 eV.

2.
Molecular formula: C42H96N4O6
Method: DFT, ωB97M-V/def2-TZVPD

CARTESIAN COORDINATES (ANGSTROEM)
C 6.86103 1.45216 2.91268
C 5.81383 0.67274 2.13262
N 4.85955 1.55226 1.45597
C 3.95845 0.81901 0.57014
C 4.72768 0.21942 -0.60840
C 4.09749 2.36529 2.39291
C 3.40834 3.54539 1.69906
H 7.70080 0.78941 3.13628
H 6.52234 1.83352 3.87440
H 7.22962 2.26118 2.28331
H 6.34676 0.12281 1.35532
H 5.30405 -0.10099 2.73044
H 3.36438 0.11146 1.16696
H 3.33752 1.54273 0.03757
H 4.06218 -0.19755 -1.36366
H 5.34264 0.99017 -1.06983
H 5.38598 -0.60260 -0.31400
H 4.77840 2.80046 3.12523
H 3.37525 1.79141 2.99489
H 4.09021 4.17720 1.13736
H 2.97750 4.15483 2.50023
H 2.56855 3.20973 1.08922
C 1.60559 -2.19633 3.11060
C 2.11721 -3.62628 3.19503
N 2.60057 -4.14281 1.91861
C 3.65561 -3.36034 1.29071
C 5.01470 -3.27827 2.00350
C 3.00137 -5.54855 2.11186
C 3.18751 -6.30061 0.79326
H 2.37378 -1.50843 2.74890
H 1.37532 -1.80986 4.10662
H 0.67536 -2.11942 2.55452
H 2.90039 -3.64982 3.97544
H 1.31513 -4.25115 3.59051
H 3.78903 -3.80364 0.29864
H 3.27565 -2.35999 1.07646
H 4.86882 -2.92019 3.02539
H 5.49556 -4.25232 2.07888
H 5.64329 -2.58149 1.45339
H 2.18063 -6.03718 2.63865
H 3.88959 -5.57603 2.75664
H 4.11097 -6.01474 0.28975
H 2.36786 -6.00949 0.13282
H 3.13697 -7.36957 0.98496
C -4.16681 2.55008 -2.95096
C -3.52303 3.60901 -2.05448
N -4.02196 3.61451 -0.68632
C -3.41686 2.49860 0.05945
C -4.22897 2.18873 1.31007
C -3.64851 4.89474 -0.06608
C -4.49878 6.05845 -0.54735
H -3.83935 1.53305 -2.71324
H -3.90028 2.72658 -3.99642
H -5.25787 2.55573 -2.91801
H -2.42699 3.53464 -2.14658
H -3.79705 4.53788 -2.56122
H -3.38543 1.62680 -0.59779
H -2.37106 2.71763 0.31687
H -3.85252 1.29904 1.82290
H -4.15562 3.01062 2.02111
H -5.28155 2.01246 1.08882
H -2.57096 5.11146 -0.14456
H -3.79420 4.82231 1.01894
H -4.12738 6.42130 -1.50876
H -4.57743 6.87748 0.16345
H -5.51527 5.71970 -0.76654
C -4.00795 -1.46601 0.51663
C -4.14273 -2.96476 0.31594
N -3.02182 -3.48763 -0.48795
C -1.88921 -3.77372 0.41005
C -0.58147 -4.10443 -0.28963
C -3.41489 -4.71308 -1.17551
C -4.28685 -4.43827 -2.38998
H -3.75176 -0.88079 -0.36523
H -3.34727 -1.15305 1.32876
H -4.97286 -1.06686 0.86418
H -4.19368 -3.45514 1.29370
H -5.05539 -3.11162 -0.26158
H -2.09969 -4.59879 1.11312
H -1.74404 -2.89452 1.04383
H -0.61364 -5.05555 -0.83304
H 0.20912 -4.20393 0.45554
H -0.33735 -3.41905 -1.10748
H -2.54219 -5.28917 -1.47317
H -3.99011 -5.40002 -0.53226
H -3.84031 -3.74238 -3.10402
H -4.56253 -5.32700 -2.95807
H -5.22694 -3.97069 -2.08190
C 0.82568 6.76791 -3.64029
C 0.01654 6.10750 -2.54514
C 0.55663 4.83301 -1.95059
O -1.01837 6.58970 -2.15923
H 1.43540 7.52965 -3.15028
H 0.15980 7.27342 -4.33895
H 1.43998 6.07204 -4.20644
H -0.23180 4.33247 -1.39460
H 1.44061 4.90156 -1.31388
H 0.88887 4.24576 -2.81379
C -0.68395 4.15207 2.32289
C -0.67524 2.88523 3.15048
C 0.64860 2.22264 3.41895
O -1.71587 2.38504 3.50349
H -1.73797 4.38157 2.15514
H -0.23209 3.97656 1.34569
H -0.24467 5.00212 2.84396
H 0.48759 1.38627 4.09780
H 1.34984 2.95834 3.81128
H 1.06208 1.82047 2.49070
C 1.58922 -0.72480 -5.55377
C 2.91079 -0.03772 -5.32384
C 4.12242 -0.55857 -6.03880
O 3.02106 0.78216 -4.43720
H 0.75031 -0.04209 -5.69093
H 1.34430 -1.26754 -4.63369
H 1.58634 -1.46449 -6.35329
H 4.27045 -1.58925 -5.71329
H 4.94301 0.11574 -5.80629
H 3.99325 -0.56606 -7.12368
C -2.31680 -0.83446 4.08906
C -2.07650 -2.24557 4.58237
C -3.27572 -3.15558 4.63400
O -0.99064 -2.60637 4.95842
H -1.47843 -0.49354 3.48629
H -2.49794 -0.15453 4.92188
H -3.20985 -0.75774 3.46653
H -4.17404 -2.54575 4.73753
H -3.18684 -3.88004 5.43917
H -3.36394 -3.70083 3.69119
C 1.20876 0.11645 -1.63724
C 0.32131 0.56358 -0.49999
C -0.12314 -0.49997 0.47308
O -0.08624 1.69269 -0.40998
H 1.91359 -0.65808 -1.34484
H 1.78183 0.96706 -2.00064
H 0.49526 -0.24673 -2.37852
H -0.99787 -1.00691 0.05481
H -0.33138 -0.03369 1.43374
H 0.64156 -1.26984 0.56078
C -2.03006 -0.97311 -3.00273
C -2.87993 -0.83025 -4.22750
C -4.36199 -1.04631 -4.11878
O -2.38693 -0.52712 -5.28873
H -2.34383 -0.24805 -2.24471
H -0.96949 -0.96283 -3.21444
H -2.29040 -1.91971 -2.50257
H -4.92222 -0.25274 -4.60927
H -4.66251 -1.23207 -3.08836
H -4.63048 -1.92658 -4.71203

Atoms 1-6, force components in eV/Å:
0.2 -0.5 0.1
-0.1 0.1 -0.5
-0.2 0.0 0.3
0.9 0.5 -0.8
0.2 -0.9 0.3
0.4 0.7 -0.2

As for the SMILES: CCN(CC)CC.CCN(CC)CC.CCN(CC)CC.CCN(CC)CC.CC(C)=O.CC(C)=O.CC(C)=O.CC(C)=O.CC(C)=O.CC(C)=O. The LUMO energy comes out at 0.551 eV. As for the net charge: 0. The value obtained for the orbital gap is 8.81 eV. As for the total energy: -63355.285 eV.

3.
Molecular formula: C42H96NO30P3
Method: DFT, ωB97M-V/def2-TZVPD

CARTESIAN COORDINATES (ANGSTROEM)
C -0.35119 -0.55720 -9.83617
C 1.10617 -0.25268 -9.69089
O 1.58589 -0.77967 -8.47204
P 1.29093 -0.04807 -7.02827
O 1.96966 -0.76421 -5.95704
O 1.76119 1.53770 -7.27546
C 3.16191 1.71168 -7.58949
C 3.54424 2.97428 -6.77699
O -0.31331 0.11379 -6.86570
C -0.71796 0.40391 -5.51283
C -1.16596 1.89559 -5.44619
H -0.58684 -0.53730 -10.90021
H -0.71899 -1.48051 -9.38859
H -0.85314 0.31674 -9.42099
H 1.76859 -0.67822 -10.44469
H 1.24830 0.82788 -9.67407
H 3.73250 0.81006 -7.36675
H 3.16997 2.07529 -8.61702
H 4.44746 3.49970 -7.08718
H 2.83035 3.79196 -6.87634
H 3.68053 2.64232 -5.74775
H -1.64663 -0.14426 -5.35417
H -0.09416 -0.00984 -4.72050
H -1.56180 2.17081 -4.46862
H -0.31504 2.50474 -5.75113
H -2.05354 1.89887 -6.07887
C -9.16795 2.01335 -4.48149
C -8.44139 0.83136 -3.80095
O -9.07236 -0.32444 -4.24368
P -8.46084 -1.75481 -3.69203
O -7.02482 -2.01415 -4.02440
O -9.50942 -2.88770 -4.28174
C -9.23691 -4.30134 -4.12945
C -8.20101 -4.80982 -5.10024
O -8.83092 -1.78447 -2.12804
C -10.10298 -1.53618 -1.69202
C -10.13012 -1.72011 -0.15991
H -10.21218 2.09009 -4.17851
H -8.74704 3.00220 -4.29955
H -9.07908 1.94423 -5.56566
H -7.38780 0.80062 -4.07866
H -8.49081 0.95500 -2.71912
H -8.99092 -4.47023 -3.08108
H -10.23400 -4.73883 -4.17950
H -7.23674 -4.30413 -5.04962
H -8.01436 -5.88327 -5.06907
H -8.47497 -4.63807 -6.14118
H -10.46467 -0.53856 -1.94111
H -10.82420 -2.25071 -2.08874
H -9.31751 -1.19602 0.34316
H -11.01502 -1.30066 0.31875
H -10.08682 -2.72436 0.26165
C 9.82062 1.43968 7.47153
C 9.23085 0.24833 6.71585
O 7.88725 0.53861 6.54461
P 6.98443 -0.35129 5.51318
O 5.74615 0.34937 5.14825
O 7.98411 -0.64562 4.27285
C 7.87312 -0.01718 2.99138
C 6.98268 -0.72011 2.02009
O 6.87851 -1.83881 6.24505
C 5.71295 -2.63918 6.09651
C 4.57996 -2.10842 6.92832
H 10.89941 1.59339 7.44553
H 9.33237 2.33019 7.07567
H 9.51044 1.36025 8.51344
H 9.72156 0.20269 5.74363
H 9.32627 -0.68754 7.26644
H 7.55450 1.02493 2.96722
H 8.89278 -0.13791 2.62556
H 7.15395 -1.79641 2.03850
H 5.93614 -0.55868 2.27854
H 7.10675 -0.36157 0.99825
H 5.38607 -2.68799 5.05782
H 5.89626 -3.70042 6.26462
H 3.72016 -2.76624 6.80133
H 4.75643 -1.89966 7.98348
H 4.25432 -1.19433 6.43183
C 3.70473 3.87737 7.87634
C 3.71627 5.05515 6.86993
N 4.76998 6.03554 7.28645
C 6.09282 5.73822 6.68754
C 7.27076 6.50358 7.37146
C 4.24316 7.41272 7.15626
C 4.01367 7.80487 5.72805
H 3.06000 3.07925 7.50833
H 3.42877 4.23273 8.86914
H 4.62696 3.30483 7.97531
H 3.81082 4.63382 5.86912
H 2.72580 5.49032 7.00298
H 6.21771 4.68990 6.95867
H 6.10866 5.91993 5.61289
H 8.22051 6.13090 6.98783
H 7.14101 7.57453 7.21548
H 7.32711 6.23676 8.42679
H 4.90666 8.14557 7.61538
H 3.30306 7.47769 7.70407
H 4.93020 8.07221 5.20211
H 3.46075 8.74386 5.70196
H 3.47347 7.08664 5.11125
C -3.86527 -2.87398 4.23849
O -3.92896 -3.81584 3.16637
C -5.09722 -4.24813 2.59888
O -6.18762 -3.96964 3.01939
O -4.79341 -4.98731 1.46368
C -5.89006 -5.29267 0.61566
H -4.58827 -3.05691 5.03341
H -4.12179 -1.88385 3.86177
H -2.86191 -2.91263 4.66259
H -6.78321 -5.59165 1.16428
H -5.66124 -5.94268 -0.22888
H -6.17966 -4.36275 0.12631
C -4.96333 4.81706 0.48329
O -6.28064 4.68269 -0.04679
C -7.27065 4.57703 0.78843
O -7.26085 4.75196 1.99809
O -8.34307 4.18547 0.12681
C -9.60360 4.04557 0.70761
H -4.28860 5.26131 -0.24848
H -4.53179 3.84974 0.74052
H -5.04111 5.44061 1.37393
H -9.83697 5.01878 1.13947
H -9.62287 3.32736 1.52731
H -10.43042 3.84071 0.02754
C 2.63211 1.94693 -1.26127
O 2.59314 3.02847 -0.28711
C 1.55803 3.85398 -0.27152
O 0.72670 3.93347 -1.17537
O 1.63711 4.55036 0.86712
C 0.67023 5.59352 1.12510
H 3.19202 2.19261 -2.16362
H 1.62342 1.66318 -1.56150
H 3.06288 1.03110 -0.85656
H -0.30715 5.14189 1.29499
H 0.54717 6.24289 0.25834
H 1.02562 6.21454 1.94738
C 3.84722 -4.46567 -1.70269
O 4.02434 -5.81869 -1.33698
C 4.55088 -6.00235 -0.17549
O 4.69491 -5.13005 0.70809
O 5.01067 -7.18742 -0.11935
C 5.73395 -7.68292 0.99783
H 3.49412 -4.37296 -2.72973
H 4.83012 -3.99681 -1.65604
H 3.12944 -4.01304 -1.01856
H 6.73901 -7.28134 0.86865
H 5.68083 -8.77104 1.03346
H 5.32856 -7.21861 1.89682
C 1.67410 -6.76648 -6.28898
O 0.64445 -6.29385 -5.48070
C -0.64404 -6.69020 -5.73791
O -0.96954 -7.67329 -6.46277
O -1.49317 -5.93592 -5.01155
C -1.19652 -4.82273 -4.13979
H 1.78444 -7.83129 -6.08377
H 2.58511 -6.22124 -6.04222
H 1.55186 -6.64818 -7.36562
H -0.55374 -5.07536 -3.29651
H -2.11674 -4.36630 -3.77513
H -0.68078 -4.03952 -4.69539
C -3.00370 -0.88028 0.13898
O -2.35184 -0.26856 1.18515
C -1.01754 -0.43845 1.24705
O -0.33197 -1.13633 0.45374
O -0.67305 0.02208 2.46288
C 0.69633 -0.14734 2.91009
H -2.64091 -1.88890 -0.05893
H -2.81363 -0.39561 -0.81866
H -4.07878 -1.02617 0.24395
H 0.84176 0.15075 3.94840
H 1.27066 0.59379 2.35424
H 1.07950 -1.13804 2.66558

Atoms 1-6, force components in eV/Å:
-0.6 0.9 -1.0
0.4 0.0 0.1
-0.1 0.6 2.8
0.0 1.1 -2.0
0.2 0.1 0.2
-0.9 -2.8 0.4

As for the SMILES: CCOP(=O)(OCC)OCC.CCOP(=O)(OCC)OCC.CCOP(=O)(OCC)OCC.CCN(CC)CC.COC(=O)OC.COC(=O)OC.COC(=O)OC.COC(=O)OC.COC(=O)OC.COC(=O)OC. The LUMO energy comes out at 0.200 eV. As for the net charge: 0. The value obtained for the orbital gap is 8.26 eV. As for the total energy: -135895.771 eV.